Entry 1:
Entry from the Open Molecules 2025 dataset: a structure of composition C20H17BClN5O2V at a distorted geometry (ωB97M-V/def2-TZVPD).

Last column: Mulliken charge in e.
Atoms and positions in Å:
V: 0.0046 -0.4384 -0.7298  -0.009
N: 0.1365 4.7676 0.9715  -0.443
C: 0.4699 3.8660 0.0177  0.167
C: 0.1415 2.5010 0.1405  -0.162
N: 0.5086 1.6020 -0.7673  0.525
C: 1.2219 2.0718 -1.8055  -0.504
C: 1.5409 3.4125 -1.9162  -0.502
N: 1.1691 4.3181 -1.0258  -0.641
H: -0.5725 4.5317 1.6415  0.223
H: 0.2713 5.7386 0.7441  0.272
H: -0.4394 2.1570 0.9858  0.457
H: 1.5541 1.3690 -2.5571  0.319
H: 2.1107 3.7847 -2.7560  0.406
C: 1.0667 -0.9696 1.0057  -1.111
C: 2.1386 0.0033 1.0553  0.737
C: 2.0639 1.1453 1.8706  -0.584
C: 3.0041 2.1449 1.7884  -0.589
C: 4.0734 2.0218 0.8980  0.535
C: 4.2084 0.8589 0.1303  -0.865
C: 3.2646 -0.1359 0.2243  -0.527
C: 5.0197 3.0579 0.7912  0.007
N: 5.7927 3.9025 0.7099  -0.537
H: 0.3833 -0.9187 1.8606  0.423
H: 1.4240 -1.9920 0.8592  0.457
H: 1.2518 1.2349 2.5784  0.433
H: 2.9297 3.0227 2.4132  0.508
H: 5.0606 0.7501 -0.5279  0.491
H: 3.3855 -1.0429 -0.3589  0.440
O: -1.9661 -2.1966 0.7742  -0.676
B: -1.7519 -1.4251 -0.3730  1.883
O: -2.6865 -1.7809 -1.3653  -0.620
C: -3.4699 -2.7396 -0.8118  0.560
C: -4.5719 -3.3808 -1.3398  -1.033
C: -5.1998 -4.3228 -0.5372  -0.525
C: -4.7447 -4.6015 0.7432  -0.550
C: -3.6473 -3.9450 1.2855  -0.955
C: -3.0209 -3.0065 0.4904  0.833
H: -4.9280 -3.1413 -2.3288  0.474
H: -6.0565 -4.8536 -0.9241  0.380
H: -5.2592 -5.3471 1.3301  0.379
H: -3.3050 -4.1463 2.2871  0.487
Cl: 1.2297 -1.1801 -2.4595  -0.239
C: 0.1724 -2.2530 -1.5877  -0.801
H: 0.7708 -3.0391 -1.1195  0.421
H: -0.5199 -2.6974 -2.3044  0.500
N: -2.5066 1.0248 0.2003  -0.742
C: -1.7251 0.2653 -0.1995  0.296

Computed properties:
Calculated total energy   -2625.63195 a.u.
Multiplicity   2
Relative energy (zero: lowest compared OMol25 entry of this formula, charge and spin)   21.1 kcal per mole

***

Entry 2:
Entry from the Open Molecules 2025 dataset: a structure of composition C20H17ClF33INO7PS at a distorted geometry (ωB97M-V/def2-TZVPD).

Last column: Mulliken charge in e.
Atoms and positions in Å:
O: 3.8665 -0.5018 -2.1376  -0.600
S: 3.0377 -1.7319 -2.2646  1.291
O: 3.4275 -2.6778 -1.2053  -0.569
F: 1.4916 -1.2001 -2.1069  -0.112
N: 3.1879 -2.3498 -3.8557  -0.493
I: 4.2613 -4.1180 -3.8936  0.269
P: 3.9220 -1.0166 -4.8457  0.550
O: 3.0273 -1.1140 -6.2683  -0.485
Cl: 5.8765 -1.5958 -5.3350  -0.238
H: 2.7410 -0.2236 -6.5072  0.349
C: 1.4558 4.2750 -1.6632  -0.761
C: 0.6242 5.0341 -2.7275  0.911
C: -0.7559 5.5554 -2.3094  0.087
F: -1.6027 4.5787 -1.9504  -0.162
F: -1.3371 6.1991 -3.3520  -0.287
F: 0.5296 4.2656 -3.8349  -0.257
F: 1.3614 6.1238 -3.0818  -0.330
O: 1.4524 2.8381 -1.6894  -0.348
C: 0.4432 2.1245 -1.0309  0.717
C: -0.4143 1.3028 -1.9973  0.588
F: -1.0045 2.0787 -2.9257  -0.309
F: -1.4045 0.6680 -1.3247  -0.217
F: -0.2797 2.9486 -0.2565  -0.234
F: 1.0712 1.2808 -0.1864  -0.299
H: 2.4952 4.5270 -1.8821  0.406
H: 1.2832 4.6580 -0.6565  0.316
H: -0.6708 6.2654 -1.4821  0.252
H: 0.1899 0.5586 -2.5150  -0.010
C: -4.1924 -0.3493 -2.7074  -0.639
C: -3.4111 -0.6355 -4.0149  0.964
C: -3.8094 0.1635 -5.2611  0.101
F: -5.0746 -0.0554 -5.6471  -0.242
F: -3.0239 -0.1983 -6.3073  -0.270
F: -3.4454 -1.9634 -4.2620  -0.289
F: -2.1076 -0.3288 -3.7572  -0.272
O: -5.2550 -1.2436 -2.3340  -0.446
C: -6.5501 -1.0534 -2.8369  0.741
C: -7.0145 -2.2254 -3.7085  0.219
F: -6.1966 -2.4225 -4.7580  -0.218
F: -8.2475 -1.9798 -4.2062  -0.260
F: -6.6416 0.1315 -3.4562  -0.288
F: -7.3612 -0.9738 -1.7631  -0.294
H: -3.4629 -0.4797 -1.9067  0.270
H: -4.5021 0.6940 -2.6332  0.419
H: -3.6750 1.2360 -5.0957  0.264
H: -7.0469 -3.1492 -3.1274  0.228
C: 3.7351 -3.3588 4.3311  -0.757
C: 4.9968 -4.1328 4.7896  0.906
C: 6.1577 -3.3174 5.3717  0.096
F: 6.6804 -2.4445 4.4992  -0.211
F: 7.1675 -4.1495 5.7291  -0.271
F: 5.4227 -4.9113 3.7721  -0.267
F: 4.5861 -4.9825 5.7737  -0.327
O: 3.5781 -3.0682 2.9327  -0.366
C: 4.1598 -1.9169 2.3793  0.748
C: 5.2206 -2.2490 1.3239  0.345
F: 6.2146 -3.0026 1.8346  -0.240
F: 5.7895 -1.1179 0.8505  -0.255
F: 4.6168 -1.1151 3.3531  -0.291
F: 3.1574 -1.2404 1.7824  -0.218
H: 2.8997 -4.0293 4.5424  0.403
H: 3.5471 -2.4778 4.9465  0.330
H: 5.8413 -2.7713 6.2647  0.276
H: 4.7809 -2.7947 0.4881  0.129
C: -1.9269 -0.2014 3.5316  -0.924
C: -2.6066 0.8996 2.6790  0.933
C: -1.7788 2.1440 2.3391  0.338
F: -1.3978 2.8360 3.4243  -0.246
F: -2.5159 2.9971 1.5843  -0.252
F: -3.7719 1.2457 3.2683  -0.286
F: -2.9372 0.3146 1.4927  -0.241
O: -2.1986 -0.2436 4.9429  -0.399
C: -1.4455 0.5364 5.8322  0.784
C: -2.3005 1.5794 6.5606  0.186
F: -2.9070 2.4165 5.7008  -0.211
F: -1.5267 2.3350 7.3723  -0.255
F: -0.3868 1.0681 5.2057  -0.275
F: -0.9438 -0.3179 6.7472  -0.295
H: -2.3478 -1.1409 3.1680  0.472
H: -0.8580 -0.2781 3.3273  0.404
H: -0.8882 1.8757 1.7663  -0.003
H: -3.0725 1.0942 7.1612  0.228

Computed properties:
Calculated total energy   -6146.73641 a.u.
Multiplicity   1
Relative energy (zero: lowest compared OMol25 entry of this formula, charge and spin)   50.7 kcal per mole

***

Entry 3:
Entry from the Open Molecules 2025 dataset: a structure of composition C20H17CrN3O3 (ωB97M-V/def2-TZVPD).

Last column: Mulliken charge in e.
Atoms and positions in Å:
Cr: 0.1463 -0.7325 0.4449  0.503
O: 4.1371 2.3432 -1.5158  -0.670
C: 4.1318 1.2764 -2.3292  0.312
C: 5.0729 1.2424 -3.3601  -0.660
C: 5.1245 0.1728 -4.2303  -0.327
C: 4.2361 -0.8930 -4.0971  -0.764
C: 3.3033 -0.8673 -3.0813  -0.522
C: 3.2319 0.2032 -2.1865  0.449
C: 2.2134 0.1663 -1.1267  1.346
O: 1.4277 -0.8618 -1.0470  -0.854
N: 2.1440 1.1828 -0.2954  -0.941
N: 1.1335 0.9863 0.6314  -0.262
C: 0.9157 1.9013 1.5052  -0.075
C: -0.1107 1.8551 2.5137  0.243
C: -0.2155 2.9634 3.3742  -0.701
C: -1.1625 3.0355 4.3636  -0.727
C: -2.0532 1.9667 4.5207  -0.439
C: -1.9764 0.8677 3.6988  -0.598
C: -1.0130 0.7695 2.6752  0.795
O: -0.9961 -0.3094 1.9307  -0.353
H: 3.4160 2.2095 -0.8525  0.611
H: 5.7534 2.0788 -3.4500  0.421
H: 5.8642 0.1653 -5.0209  0.370
H: 4.2797 -1.7301 -4.7806  0.405
H: 2.6062 -1.6834 -2.9528  0.371
H: 1.5548 2.7836 1.4716  0.305
H: 0.4837 3.7813 3.2369  0.332
H: -1.2189 3.9010 5.0090  0.392
H: -2.8101 2.0015 5.2942  0.363
H: -2.6568 0.0332 3.8139  0.410
C: -5.3190 -1.8897 -0.5742  -1.459
C: -3.8496 -2.1330 -0.3837  1.068
C: -2.9210 -1.7794 -1.3491  -0.615
C: -1.5806 -2.0141 -1.1130  -0.026
N: -1.1031 -2.5406 0.0283  -0.621
C: -2.0108 -2.8715 0.9610  -0.383
C: -3.3684 -2.7132 0.7861  -0.422
H: -5.5254 -1.4558 -1.5504  0.356
H: -5.6907 -1.2089 0.1927  0.318
H: -5.8766 -2.8224 -0.4817  0.349
H: -3.2315 -1.3275 -2.2820  0.371
H: -0.8219 -1.7732 -1.8508  0.511
H: -1.6151 -3.2721 1.8848  0.403
H: -4.0491 -3.0081 1.5741  0.415

Computed properties:
Calculated total energy   -2206.87663 a.u.
Multiplicity   5

***

Entry 4:
Entry from the Open Molecules 2025 dataset: a structure of composition C20H17IN7O4ReSbSe4 (ωB97M-V/def2-TZVPD).

Last column: Mulliken charge in e.
Atoms and positions in Å:
Re: -0.0554 0.1661 -0.3950  0.705
N: 0.3198 -0.1042 3.7889  0.106
C: -0.3592 0.3939 2.7634  -0.225
N: 0.2159 -0.0499 1.6580  0.229
C: 1.2547 -0.8235 2.0880  0.321
N: 1.3542 -0.8768 3.3853  -0.766
C: 2.1126 -1.4129 1.0704  0.480
C: 3.2180 -2.2052 1.3335  -0.492
N: 3.9800 -2.6836 0.3600  -0.582
C: 3.6401 -2.3518 -0.8790  -0.490
C: 2.5399 -1.5573 -1.1630  -0.273
N: 1.7608 -1.0942 -0.1867  0.359
H: 0.1658 0.0576 4.7696  0.191
H: -1.1920 1.0774 2.8169  0.508
H: 3.4788 -2.4523 2.3543  0.477
H: 4.2609 -2.7247 -1.6837  0.385
H: 2.2830 -1.2850 -2.1779  0.488
Se: -0.5146 4.2316 2.2965  -0.580
Sb: -0.7844 3.6431 0.0124  0.776
Se: 1.2683 2.1061 -0.5458  -0.324
Se: -2.0877 1.4570 -0.1645  -0.398
Se: -1.1688 5.0612 -1.8645  -0.546
O: -1.1443 5.4839 -5.4141  -0.513
C: -1.7599 4.3144 -5.8618  -0.400
N: -1.3563 3.1742 -5.0417  0.172
C: -1.3995 1.9315 -5.5434  0.472
O: -1.7683 1.6786 -6.6800  -0.689
C: -0.9768 0.7916 -4.6447  0.200
C: -0.8995 -0.4760 -5.2076  -0.339
C: -0.5621 -1.5529 -4.4081  -1.067
C: -0.3201 -1.3392 -3.0662  -0.254
N: -0.3839 -0.1199 -2.5171  0.222
C: -0.7121 0.9290 -3.2963  0.334
H: -1.5301 5.7465 -4.5711  0.242
H: -1.4282 4.1328 -6.8820  0.325
H: -2.8519 4.3986 -5.8566  0.254
H: -1.0385 3.3846 -4.1036  -0.012
H: -1.1227 -0.5816 -6.2610  0.519
H: -0.5022 -2.5549 -4.8073  0.446
H: -0.0969 -2.1515 -2.3885  0.713
H: -0.7734 1.8822 -2.7886  -0.313
I: -6.5168 -6.1149 0.4185  0.092
C: -4.7903 -4.9467 0.4186  -0.018
C: -3.6403 -5.4249 1.0331  -0.543
C: -2.4981 -4.6427 1.0350  -0.385
C: -2.4979 -3.3967 0.4172  0.264
C: -3.6551 -2.9310 -0.1961  -0.329
C: -4.8063 -3.7018 -0.1929  -0.590
C: -1.2437 -2.5708 0.4393  0.492
O: -0.3045 -2.8580 1.1740  -0.642
O: -1.2754 -1.5429 -0.3534  -0.642
H: -3.6389 -6.3969 1.5067  0.374
H: -1.5932 -4.9859 1.5181  0.446
H: -3.6472 -1.9594 -0.6711  0.436
H: -5.7092 -3.3361 -0.6621  0.386

Computed properties:
Calculated total energy   -11678.70099 a.u.
Multiplicity   2
Relative energy (zero: lowest compared OMol25 entry of this formula, charge and spin)   0.0 kcal per mole

***

Among the records above, which one has the highest multiplicity?
C20H17CrN3O3

***

Among the records above, which one has the highest calculated total energy?
C20H17CrN3O3